Entry from the OMol25 dataset: 8 unconnected molecules or ions with the total composition C16H40O8 (the ωB97M-V functional and the def2-TZVPD basis).

XYZ file:
```
64
C16H40O8 (the ωB97M-V functional and the def2-TZVPD basis)
C -5.0636 1.2057 -1.2821
C -4.7153 -0.2428 -1.0696
O -5.2486 -1.1156 -1.7097
C -3.6511 -0.5599 -0.0476
H -5.4942 1.3841 -2.2609
H -4.1919 1.8485 -1.1370
H -5.7792 1.4906 -0.5035
H -3.9382 -0.1800 0.9341
H -2.7265 -0.0540 -0.3442
H -3.4572 -1.6257 -0.0353
C 3.2340 3.0279 1.7505
C 4.4888 2.2244 1.5634
O 5.5475 2.6202 1.9849
C 4.3604 0.8974 0.8552
H 2.3723 2.4274 2.0513
H 2.9451 3.4741 0.7946
H 3.4084 3.7876 2.5089
H 3.5474 0.3045 1.2735
H 5.3156 0.3825 0.9125
H 4.1336 1.0781 -0.2015
C -1.6561 -3.8607 1.7293
C -1.9323 -5.3282 1.9576
O -2.8349 -5.6919 2.6697
C -0.9680 -6.3425 1.3841
H -2.5771 -3.2868 1.6622
H -1.0596 -3.6748 0.8357
H -1.0606 -3.4966 2.5708
H -0.5271 -6.0316 0.4360
H -1.5237 -7.2662 1.2272
H -0.1482 -6.5122 2.0821
C -2.2194 -2.7963 -2.7155
C -0.8209 -2.4128 -2.3312
O -0.5254 -2.2817 -1.1619
C 0.1883 -2.1618 -3.4283
H -2.5803 -2.2532 -3.5845
H -2.8453 -2.6821 -1.8368
H -2.2547 -3.8666 -2.9513
H 0.5020 -3.1451 -3.7935
H 1.0467 -1.6518 -3.0047
H -0.2872 -1.6379 -4.2535
C 0.6219 0.7376 -0.0932
O 0.6044 -0.4053 0.7753
H 1.1354 0.5240 -1.0318
H -0.4125 1.0297 -0.3082
H 1.1021 1.5680 0.4116
H 0.1519 -1.1066 0.2919
C -0.0606 5.4872 -0.9355
O 0.6535 4.4942 -0.1948
H 0.2970 6.4912 -0.6972
H 0.0431 5.2698 -1.9936
H -1.1310 5.4656 -0.7002
H 0.4971 4.6906 0.7336
C 3.4486 4.6082 -2.2231
O 2.7382 3.4440 -1.8580
H 4.0005 5.0379 -1.3786
H 4.1778 4.3384 -2.9850
H 2.7940 5.3792 -2.6459
H 2.0409 3.6946 -1.2379
C 0.9575 -1.3464 4.0140
O 1.6436 -0.2640 3.4321
H 1.4987 -1.6450 4.9123
H -0.0570 -1.0661 4.3327
H 0.8733 -2.2066 3.3444
H 1.3780 -0.2145 2.5044
```

Charge ... 0
Structure (SMILES) ... CC(C)=O.CC(C)=O.CC(C)=O.CC(C)=O.CO.CO.CO.CO
E_tot ... -33619.0809 eV
2S+1 ... 1
Frontier orbital gap ... 9.42 eV

---

Entry from the OMol25 dataset: 7 unconnected molecules or ions with the total composition C16H41F2N6O12S2 at a distorted geometry (the ωB97M-V functional and the def2-TZVPD basis).

XYZ file:
```
79
C16H41F2N6O12S2 (the ωB97M-V functional and the def2-TZVPD basis)
N 14.3145 -13.6415 -20.7741
S 14.3780 -15.2329 -21.0091
O 14.5805 -16.0159 -19.8340
O 15.0395 -15.5886 -22.2010
F 12.8640 -15.4676 -21.3266
S 15.9056 -13.4519 -20.2465
O 16.9362 -13.9942 -21.0496
O 16.0505 -13.4700 -18.8252
F 15.9990 -11.9072 -20.6099
C 15.1275 -10.6607 -24.2577
C 14.9988 -12.1471 -24.0925
O 15.8817 -12.9233 -24.1266
N 13.7063 -12.6155 -23.4527
H 13.8683 -12.8267 -22.4282
H 13.0212 -11.8575 -23.4941
C 13.0880 -13.8407 -24.1053
H 16.1097 -10.4768 -24.6819
H 15.0041 -10.1174 -23.3214
H 14.3798 -10.2868 -24.9662
H 13.7907 -14.6653 -24.0446
H 12.8609 -13.6074 -25.1406
H 12.1870 -14.0627 -23.5418
C 12.3020 -14.2541 -17.8459
C 12.7777 -12.8505 -17.6323
O 13.0325 -12.3708 -16.5874
N 12.9334 -11.9866 -18.8604
H 13.4159 -12.5816 -19.5923
H 12.0156 -11.7876 -19.2723
C 13.7337 -10.7321 -18.6543
H 13.1949 -14.8580 -18.0376
H 11.5979 -14.4202 -18.6642
H 11.7916 -14.6012 -16.9525
H 13.2373 -10.1286 -17.9039
H 13.7763 -10.2622 -19.6314
H 14.7258 -11.0157 -18.3247
C 12.2182 -18.8195 -15.8584
C 12.3486 -18.4176 -17.2983
O 11.9213 -17.4497 -17.8035
N 13.1197 -19.4512 -18.1147
H 13.9755 -19.5953 -17.5754
H 12.6146 -20.3419 -18.1254
C 13.5354 -19.0291 -19.5298
H 11.8363 -19.8472 -15.8394
H 11.4852 -18.2007 -15.3577
H 13.2141 -18.8359 -15.4134
H 14.5614 -18.6990 -19.4311
H 12.8638 -18.2725 -19.9126
H 13.4663 -19.9337 -20.1315
C 19.1143 -15.1561 -16.1084
C 17.8026 -14.5142 -15.7663
O 16.7901 -15.0915 -15.5923
N 17.7332 -12.9954 -15.7194
H 18.3010 -12.6068 -14.9582
H 18.1219 -12.6382 -16.5980
C 16.3006 -12.4863 -15.5859
H 19.8709 -15.0616 -15.3328
H 19.5030 -14.8292 -17.0797
H 18.8770 -16.1979 -16.3099
H 16.0324 -12.6214 -14.5463
H 15.7104 -13.0075 -16.3247
H 16.3612 -11.4270 -15.8252
C 17.7454 -16.7513 -19.1711
C 17.7271 -17.7095 -20.3312
O 17.0627 -18.6786 -20.3751
N 18.6505 -17.4879 -21.5033
H 19.3950 -16.8252 -21.2586
H 19.1929 -18.3252 -21.7512
C 17.8764 -16.9822 -22.7068
H 18.0445 -15.7450 -19.4696
H 18.5590 -17.1178 -18.5274
H 16.8362 -16.7769 -18.5863
H 18.6093 -16.7109 -23.4619
H 17.3482 -16.0802 -22.4046
H 17.1577 -17.7363 -23.0297
O 15.3072 -18.3768 -23.0101
C 14.0979 -19.0293 -22.6861
O 14.0064 -20.2504 -22.6962
O 13.1745 -18.1926 -22.3982
H 14.9166 -17.4957 -22.8926
```

Charge ... +3
E_tot ... -77844.9785 eV
2S+1 ... 1
Frontier orbital gap ... 5.44 eV

---

Energy relative to the best compared isomer or geometry (same formula, charge and spin) list, top to bottom, in kcal/mol: 0.0; 0.0